Here is a structure of composition C19H40O9PrSeSi from the OMol25 dataset. Energies are from wB97M-V/def2-TZVPD.

Last column: Löwdin charge in e.
Positions of all 71 atoms, in Å:
Pr1 -0.07 0.17 -0.42  0.9941
C1 -0.60 3.15 -2.39  -0.1826
C2 -0.53 3.64 -1.06  -0.1683
O1 0.45 2.98 -0.27  -0.1606
C3 1.72 3.47 -0.37  -0.1762
C4 2.69 2.33 -0.34  -0.1048
O2 2.22 1.34 -1.32  -0.2052
C5 3.27 0.44 -1.70  -0.1380
C6 2.62 -0.63 -2.60  -0.0972
O3 1.62 -1.34 -1.80  -0.2453
C7 1.28 -2.67 -2.19  -0.1200
C8 0.57 -3.31 -0.97  -0.1380
O4 -0.43 -2.45 -0.47  -0.2291
C9 -1.75 -2.82 -0.99  -0.1181
C10 -2.04 -2.27 -2.36  -0.1606
O5 -1.41 -1.01 -2.46  -0.2546
C11 -2.06 -0.04 -3.26  -0.1454
C12 -1.07 1.07 -3.57  -0.1352
O6 -0.80 1.75 -2.36  -0.2391
H1 0.18 3.40 -3.09  0.1432
H2 -1.50 3.66 -2.82  0.1677
H3 -1.51 3.38 -0.56  0.1500
H4 -0.47 4.68 -1.00  0.1350
H5 1.94 4.16 0.47  0.1686
H6 1.89 3.92 -1.34  0.1362
H7 2.74 1.80 0.59  0.1083
H8 3.67 2.67 -0.63  0.1408
H9 3.75 -0.06 -0.84  0.1342
H10 4.04 1.03 -2.28  0.1620
H11 3.34 -1.36 -2.88  0.1202
H12 2.25 -0.31 -3.57  0.1350
H13 2.20 -3.26 -2.37  0.1466
H14 0.66 -2.65 -3.11  0.1382
H15 1.30 -3.51 -0.20  0.1255
H16 0.06 -4.27 -1.19  0.1466
H17 -2.50 -2.42 -0.31  0.1146
H18 -1.75 -3.92 -1.02  0.1341
H19 -3.10 -2.23 -2.53  0.1401
H20 -1.70 -2.95 -3.15  0.1355
H21 -2.93 0.27 -2.72  0.1144
H22 -2.28 -0.55 -4.22  0.1576
H23 -1.50 1.64 -4.37  0.1402
H24 -0.10 0.65 -3.93  0.1502
C13 1.55 -1.69 3.43  0.0136
C14 2.04 -0.69 2.37  -0.4442
C15 3.56 -0.61 2.34  0.0045
O7 1.61 -1.12 1.02  -0.1321
C16 1.32 0.68 2.55  -0.5658
O8 1.47 1.30 3.62  0.0830
O9 0.70 1.07 1.52  -0.1810
H25 0.78 -1.26 4.04  0.0812
H26 2.35 -1.97 4.10  0.0879
H27 1.12 -2.61 2.96  0.1065
H28 3.96 -1.65 2.19  0.1137
H29 3.82 -0.24 3.33  0.1031
H30 3.94 0.03 1.54  0.0745
H31 2.13 -1.91 0.81  0.0999
C17 -4.85 0.44 2.90  -0.2437
Si1 -3.06 0.30 2.60  0.2016
C18 -2.56 -1.53 3.00  -0.2051
C19 -2.20 1.70 3.57  -0.1995
Se1 -2.78 0.63 0.32  0.4189
H32 -5.00 0.03 3.92  0.0555
H33 -5.48 -0.10 2.19  0.0397
H34 -5.21 1.40 2.94  0.0002
H35 -2.56 -1.65 4.07  0.0156
H36 -1.53 -1.82 2.62  0.0228
H37 -3.30 -2.22 2.56  0.0332
H38 -2.32 1.58 4.73  0.0786
H39 -2.71 2.63 3.41  0.0113
H40 -1.11 1.71 3.37  0.0054

The total charge is +1. The multiplicity is 3. For the energy, the calculation gives -4632.958702 Eh.

Here is a structure of composition C5H8FN2 from the OMol25 dataset. Energies are from wB97M-V/def2-TZVPD.

Last column: Löwdin charge in e.
Positions of all 16 atoms, in Å:
C1 -3.08 0.29 -0.04  -0.2303
C2 -0.69 0.73 0.70  -0.0994
C3 -1.98 -0.11 0.75  -0.0875
C4 0.23 -0.39 0.23  -0.2464
C5 -0.83 -1.34 -0.32  -0.1258
N1 -3.93 0.62 -0.73  0.1946
N2 1.28 -0.01 -0.77  0.2380
F1 -0.72 -2.60 0.09  0.0704
H1 -0.79 1.53 -0.03  0.1311
H2 -0.43 1.17 1.67  0.1294
H3 -2.22 -0.61 1.68  0.1407
H4 0.73 -0.88 1.08  0.1754
H5 -1.13 -1.27 -1.36  0.1513
H6 1.74 -0.86 -1.14  0.1884
H7 2.01 0.58 -0.35  0.1868
H8 0.85 0.50 -1.56  0.1834

The total charge is +1. The value obtained for the energy above the lowest of the compared OMol25 structures with the same formula, charge and spin is 222.92 kJ/mol. For the energy, the calculation gives -404.356420 Eh.

Here is a structure of composition C9H8FN2O2 from the OMol25 dataset. Energies are from wB97M-V/def2-TZVPD.

Last column: Löwdin charge in e.
Positions of all 22 atoms, in Å:
C1 0.29 0.78 -1.00  -0.0048
C2 0.28 -0.77 0.95  0.0134
C3 1.66 0.85 -0.85  -0.0151
C4 1.62 -0.64 1.00  -0.0392
C5 -0.38 -0.07 -0.13  -0.2137
C6 2.39 -0.01 0.00  -0.2555
C7 -1.75 -0.33 -0.30  0.0584
C8 -3.03 1.27 0.10  -0.0580
C9 3.83 -0.29 -0.11  -0.0420
N1 -4.10 0.67 0.47  0.0652
N2 -2.58 -1.23 -0.33  -0.0796
O1 -2.83 -2.35 -0.52  0.2063
O2 -4.11 -0.66 0.35  -0.0045
F1 -2.77 2.51 0.17  0.2269
H1 -0.27 1.37 -1.71  0.1279
H2 -0.31 -1.26 1.77  0.1530
H3 2.27 1.49 -1.58  0.1533
H4 2.20 -1.27 1.72  0.1407
H5 4.52 0.66 -0.11  0.1349
H6 4.05 -1.02 0.66  0.0750
H7 4.05 -0.81 -1.11  0.1242
H8 -5.05 1.11 0.54  0.2332

The total charge is +1. The value obtained for the energy above the lowest of the compared OMol25 structures with the same formula, charge and spin is 366.94 kJ/mol. For the energy, the calculation gives -707.031577 Eh.

Here is an isolated molecule of C4H8OS from the OMol25 dataset. Energies are from wB97M-V/def2-TZVPD.

Last column: Löwdin charge in e.
Positions of all 14 atoms, in Å:
C1 2.11 0.15 -0.14  -0.1005
O1 0.73 0.32 -0.36  -0.2583
C2 -0.06 -0.84 0.07  -0.1997
C3 -1.51 -0.38 -0.17  -0.2461
C4 -1.57 0.96 0.41  -0.6222
S1 -2.87 1.97 0.10  0.6310
H1 2.48 -0.74 -0.67  0.0922
H2 2.56 1.06 -0.56  0.0924
H3 2.24 0.15 0.92  0.0788
H4 0.20 -1.06 1.10  0.1093
H5 0.30 -1.74 -0.57  0.1442
H6 -2.33 -1.02 0.16  0.1229
H7 -1.53 -0.28 -1.22  0.0983
H8 -0.74 1.44 0.93  0.0577

The value obtained for the energy above the lowest of the compared OMol25 structures with the same formula, charge and spin is 188.93 kJ/mol. For the energy, the calculation gives -630.562957 Eh. As for the SMILES: COCCC=S.